Here is a molecular structure, C51H62CeF3GeN2O3SSb3Se from the OMol25 dataset. Energies are from ωB97M-V with the def2-TZVPD basis set.

XYZ file:
```
128
Properties=species:S:1:pos:R:3:forces:R:3
Ce 12.63888 15.76337 13.23947 -2.5 -1.5 0.6
C 15.77763 18.83746 14.46462 -0.1 0.6 0.4
C 16.78599 18.66664 13.53050 0.6 -1.0 -0.5
C 16.65563 17.70611 12.50954 -0.7 0.7 0.6
C 15.43727 17.01161 12.42339 0.9 0.5 0.8
C 14.53688 17.03631 13.51193 0.2 0.3 -0.8
C 14.67054 17.98501 14.48978 1.3 0.8 0.2
C 15.07652 16.28529 11.21182 -1.7 -0.9 0.0
C 15.57914 16.66928 9.95078 0.3 -0.3 -1.5
C 15.33333 15.85795 8.86422 -0.9 -0.2 1.5
C 14.50052 14.71361 9.03788 0.3 -0.1 -0.8
C 14.25138 13.83511 7.95789 -0.3 -0.1 -0.2
C 13.37674 12.78780 8.10729 0.0 -0.4 -0.4
C 12.64862 12.59690 9.29744 0.8 0.4 0.6
C 12.91521 13.44157 10.36028 -1.1 -0.4 0.1
C 13.84488 14.48961 10.26223 0.3 1.1 0.1
N 14.09308 15.33974 11.32450 1.9 0.1 -0.8
H 15.81396 19.63826 15.19916 0.3 -0.1 -0.1
H 17.75092 19.16952 13.56911 -0.4 0.3 0.2
H 17.48097 17.56403 11.82267 -0.2 0.0 -0.2
H 13.95968 18.13532 15.29614 -0.2 -0.2 0.1
H 16.07978 17.62016 9.75108 0.1 -0.4 0.6
H 15.67094 16.07111 7.87462 0.3 0.3 -0.4
H 14.71187 14.03129 6.98279 0.0 -0.2 0.5
H 13.26690 12.05878 7.30929 -0.1 0.3 0.0
H 11.96975 11.74844 9.42553 0.2 0.5 -0.2
H 12.32691 13.30075 11.26936 0.3 0.1 0.0
C 11.87810 10.18107 11.94069 0.6 0.7 0.3
Sb 11.64532 11.60156 13.61595 0.5 -0.5 -0.1
C 9.58508 11.19138 14.11116 0.3 0.5 -1.6
C 12.67187 10.23213 15.09272 -0.9 1.2 0.3
C 13.82804 9.58295 14.44093 1.0 0.5 0.0
C 13.67608 8.40666 13.72183 -1.0 -1.4 -0.4
C 14.70721 7.78328 13.02698 0.2 1.1 0.3
C 15.94621 8.41928 12.99900 -0.3 0.1 0.1
C 16.14423 9.60375 13.68747 -0.1 0.0 0.8
C 15.12045 10.18711 14.45745 -0.3 -1.1 -0.6
C 15.43750 11.38486 15.23161 0.3 2.1 -0.5
Sb 15.53479 13.23106 13.88591 0.2 -0.4 0.3
C 17.10804 14.21826 15.02311 0.0 -0.4 -0.7
C 16.87387 12.52276 12.31836 -0.6 1.0 0.7
H 11.45748 9.23307 12.20965 -0.3 -0.5 0.2
H 12.94941 10.03576 11.72953 -0.3 0.1 0.2
H 11.42650 10.51566 11.01486 -0.3 0.2 0.0
H 9.07247 11.27206 13.12421 0.2 -0.1 0.7
H 9.20960 11.98515 14.73585 -0.2 0.1 0.3
H 9.44072 10.20677 14.50821 -0.1 -0.4 0.3
H 11.83222 9.57460 15.32783 0.4 -0.2 0.1
H 12.91576 10.84876 16.00238 -0.2 -0.7 -0.9
H 12.68834 7.88203 13.66557 0.8 0.7 0.4
H 14.52709 6.85955 12.51027 0.0 -0.2 -0.1
H 16.77234 8.01819 12.45798 0.4 -0.4 -0.3
H 17.14815 10.04550 13.74907 -0.5 -0.2 -0.2
H 16.44564 11.39091 15.68295 -0.7 -0.1 0.0
H 14.63860 11.74402 15.88702 0.5 -0.4 0.3
H 17.86829 13.44459 15.18199 -0.1 0.3 0.2
H 16.74465 14.63610 15.95768 0.0 -0.1 0.0
H 17.55091 15.00835 14.40674 -0.2 -0.1 0.1
H 17.80633 12.28471 12.78632 0.5 -0.5 0.2
H 17.05736 13.38158 11.67774 -0.1 0.0 -0.3
H 16.43561 11.69715 11.78920 -0.1 -0.3 -0.3
O 12.80991 15.28853 15.82192 1.8 1.2 -0.5
H 13.59680 15.45524 16.39912 -1.2 -0.4 -0.7
H 12.19059 14.62343 16.17374 -0.2 -0.3 0.6
O 10.98020 13.66323 16.43522 -0.6 -0.5 0.1
H 10.16178 13.97990 16.00431 0.2 -0.2 0.3
H 10.73377 13.10371 17.19024 -0.1 0.4 -0.4
O 11.66854 18.22452 13.32081 1.0 1.4 -0.4
H 12.28624 19.02231 13.34829 -1.2 -1.5 -0.2
H 10.94280 18.42158 12.68932 0.5 0.0 0.5
S 7.63212 14.60550 14.39142 -0.6 0.1 0.3
C 9.06519 15.02695 13.85203 3.4 0.1 -1.0
N 10.20239 15.22788 13.47567 -2.6 -0.1 0.7
C 7.46628 17.83410 9.29151 -0.3 0.1 1.4
Ge 7.79368 15.90493 9.18496 -0.4 0.0 0.4
C 6.47159 14.98085 10.32996 0.7 0.5 -0.3
C 7.69086 15.50470 7.26001 -0.3 0.3 0.8
C 9.52796 15.38155 10.00415 -0.3 0.3 0.0
Se 10.68470 16.85204 10.49743 0.7 -0.2 0.0
C 11.39970 17.28146 8.72159 0.2 0.0 0.1
H 6.39039 17.99656 9.15563 0.2 0.0 0.0
H 7.97611 18.34700 8.50845 0.4 0.4 -0.7
H 7.74938 18.32265 10.25831 -0.2 -0.6 -0.7
H 5.56820 14.80641 9.78129 -0.7 0.0 -0.1
H 6.31840 15.65663 11.16879 -0.3 0.0 0.1
H 6.81498 14.04135 10.73906 0.2 -0.3 0.0
H 6.73586 15.88590 6.88641 0.1 -0.2 0.0
H 7.74009 14.43975 7.13490 0.0 -0.5 -0.4
H 8.48140 16.00797 6.72308 0.3 0.0 -0.2
H 10.05328 14.73415 9.32849 0.6 -0.3 -0.3
H 9.41039 14.84082 10.93889 -0.3 -0.1 0.1
H 10.82849 18.14139 8.39902 0.2 0.2 -0.3
H 11.21218 16.45391 8.02885 0.1 0.1 0.3
H 12.48189 17.50151 8.77234 -0.6 -0.1 0.0
F 6.82230 22.47879 13.33319 1.0 -0.7 0.5
C 7.53108 21.47766 13.95551 -0.4 0.1 0.5
C 7.68197 20.26462 13.29286 0.0 -0.4 0.8
C 8.28662 19.21112 14.02429 0.1 1.1 -0.2
C 8.73153 19.41702 15.32170 -0.1 -0.3 1.0
C 8.46076 20.62254 16.01707 0.7 -0.7 -1.1
C 7.95488 21.67946 15.31093 -0.8 0.2 -1.7
Sb 10.00263 17.88248 16.13004 -0.4 -0.6 0.5
C 11.39596 19.03802 17.32236 -0.5 -0.4 -0.2
C 11.91511 18.40927 18.46655 0.0 0.5 -0.3
C 12.83294 19.07441 19.26211 0.3 1.0 -0.8
C 13.30569 20.34184 18.82403 0.2 0.0 0.5
F 14.15313 21.07088 19.63165 -0.6 -1.0 -0.7
C 12.93668 20.90709 17.61660 -1.3 -0.9 -0.5
C 11.88656 20.26023 16.89178 1.4 -0.3 1.6
C 8.69942 16.98144 17.67115 1.3 0.6 -0.5
C 9.20467 15.91481 18.41568 0.2 0.3 -0.3
C 8.34482 15.11340 19.17015 -0.2 0.5 -0.4
C 6.99679 15.43375 19.13314 -0.6 0.0 -0.7
F 6.10296 14.58137 19.71642 0.6 0.7 -0.1
C 6.48948 16.55157 18.43133 0.0 -1.0 1.1
C 7.35966 17.33966 17.72464 0.6 0.6 0.1
H 7.31252 20.06001 12.28566 0.0 0.4 0.3
H 8.41102 18.23681 13.56686 0.1 0.0 -0.2
H 8.70587 20.73686 17.06215 0.2 0.0 0.1
H 7.90376 22.65865 15.75284 -0.4 0.2 0.0
H 11.56308 17.40887 18.72196 0.2 0.3 0.2
H 13.19711 18.61767 20.15875 0.2 0.1 0.4
H 13.36617 21.80630 17.19512 0.1 0.1 0.5
H 11.47894 20.71278 16.02607 -0.2 0.5 -0.8
H 10.29803 15.74686 18.39079 -0.8 -0.3 0.1
H 8.69681 14.25340 19.70933 0.0 -0.2 0.2
H 5.44030 16.78202 18.50937 -0.2 0.0 0.0
H 7.08604 18.30779 17.29186 -0.4 -0.6 -0.1
```
Forces are in eV/Å.

Output
2S+1	2
frontier orbital gap (spin up / spin down)	6.558 / 6.552	eV
relative energy (zero: lowest compared OMol25 entry of this formula, charge and spin)	0.000	eV
E	-8687.5761	hartree
charge	+1

Here are the Löwdin charges for atoms 1 to 8, given in e: 0.841, -0.064, -0.058, -0.017, -0.217, -0.309, -0.122, -0.202


Here is a gas-phase ion, C15H18F13N2P2S (charge +1) from the OMol25 dataset. Energies are from ωB97M-V with the def2-TZVPD basis set.

XYZ file:
```
51
Properties=species:S:1:pos:R:3:forces:R:3
C -0.19054 -3.40890 0.70994 -0.5 0.1 -0.2
C -1.70401 -3.25438 0.96801 0.6 0.4 0.3
P -2.58729 -2.85999 -0.58133 0.2 -0.7 -0.6
C -4.39212 -2.72794 -0.20615 -0.3 -0.2 -0.3
C -5.17902 -3.69682 -1.13462 0.5 0.6 0.2
C -1.97767 -1.19057 -0.99483 0.1 0.6 0.0
C -1.25066 -0.90532 -2.11882 -0.6 -0.4 1.0
N -0.92986 0.43103 -2.09320 -0.2 -0.3 0.3
C -1.42506 0.99661 -0.99146 0.1 -0.1 -0.2
C -1.21081 2.42228 -0.61345 0.0 -0.3 0.1
C -0.20793 2.60680 0.53309 -0.2 0.2 0.0
C 1.06983 1.83779 0.29005 -0.1 -0.1 0.2
F 1.39266 1.90449 -1.03090 0.1 0.1 -0.2
F 0.84588 0.52693 0.55205 -0.1 -0.2 0.0
C 2.28340 2.29428 1.17009 -0.4 0.3 0.2
F 1.78766 3.13418 2.11116 0.0 0.0 0.0
F 2.81936 1.25661 1.81272 0.1 -0.1 0.0
C 3.36803 3.10492 0.42082 -0.4 0.2 -0.3
F 2.69189 4.09698 -0.21219 0.0 0.1 0.0
F 4.15700 3.66376 1.33176 0.1 0.0 0.1
C 4.24577 2.37988 -0.65681 0.5 0.0 0.3
F 3.72706 2.59729 -1.86727 -0.2 0.0 -0.2
F 5.46608 2.94724 -0.62069 0.0 0.1 -0.1
C 4.48670 0.85406 -0.51790 0.6 -0.1 -0.2
F 3.32579 0.18887 -0.48642 -0.3 0.0 0.0
F 5.12733 0.48960 -1.63917 0.0 0.0 -0.1
C 5.38866 0.42676 0.70801 -0.4 -0.4 -0.3
F 5.52410 1.41629 1.57176 0.1 0.3 0.3
F 6.58105 0.05664 0.28854 0.3 0.0 -0.1
F 4.81425 -0.60268 1.32153 0.0 -0.1 0.1
N -2.07830 0.04715 -0.29426 0.0 0.2 -0.8
P -2.89730 0.28937 1.23997 0.4 -0.1 1.2
S -1.89522 -0.10294 2.81926 -0.1 0.1 -0.2
H 0.36177 -3.10083 1.58702 0.2 -0.1 0.2
H 0.14684 -2.78636 -0.11650 0.1 0.1 -0.1
H 0.02528 -4.44053 0.46113 0.3 -0.1 0.0
H -2.08133 -4.19800 1.34563 -0.3 -0.1 0.0
H -1.84224 -2.51227 1.74806 -0.3 0.0 0.1
H -4.59479 -2.98019 0.83096 0.2 0.0 0.2
H -4.77162 -1.72478 -0.37754 0.0 0.2 0.0
H -5.56920 -3.13063 -1.97255 -0.2 -0.1 -0.2
H -5.98306 -4.17798 -0.59641 -0.2 -0.1 0.0
H -4.50612 -4.43866 -1.54604 0.0 -0.3 0.0
H -0.96413 -1.60453 -2.87877 0.1 0.1 -0.3
H -0.37648 0.90019 -2.79242 0.1 0.2 0.1
H -0.86297 2.96998 -1.48160 0.0 0.0 -0.2
H -2.16872 2.83816 -0.32254 -0.1 0.2 0.0
H -0.62197 2.28753 1.48402 0.0 -0.2 0.2
H -0.02525 3.66921 0.63835 0.2 0.2 -0.1
H -4.07778 -0.42845 1.03535 0.1 0.1 -0.3
H -3.26495 1.63787 1.16456 -0.1 0.0 -0.5
```
Forces are in eV/Å.

Output
frontier orbital gap	8.704	eV
E	-3070.8421	hartree
charge	+1

Here are the Löwdin charges for atoms 1 to 8, given in e: -0.140, -0.433, 1.024, -0.424, -0.153, -0.367, -0.034, 0.170


| no. | F_max (eV/Å) |
| --- | --- |
| 1 | 3.6 |
| 2 | 1.3 |